No. 1
{
  "formula": "C23H50Cl2N5O5",
  "method": "wB97M-V/def2-TZVPD",
  "elements": ["C", "C", "O", "N", "C", "C", "O", "N", "C", "C", "C", "N", "C", "N", "N", "C", "Cl", "C", "C", "Cl", "H", "H", "H", "H", "H", "H", "H", "H", "H", "H", "H", "H", "H", "H", "H", "H", "H", "H", "H", "H", "C", "C", "O", "C", "C", "H", "H", "H", "H", "H", "H", "H", "H", "H", "H", "C", "C", "O", "C", "C", "H", "H", "H", "H", "H", "H", "H", "H", "H", "H", "C", "C", "O", "C", "C", "H", "H", "H", "H", "H", "H", "H", "H", "H", "H"],
  "xyz": [[0.9528, 0.6629, 3.9130], [2.1610, 0.4562, 3.0583], [2.5688, -0.5976, 2.6675], [2.8124, 1.6907, 2.6194], [3.6126, 2.3507, 3.6220], [4.1150, 3.7184, 3.2622], [3.7558, 1.8113, 4.6763], [3.3386, 1.6260, 1.3266], [2.5198, 2.2812, 0.2765], [1.5364, 1.3043, -0.3866], [1.3041, 1.6275, -1.8787], [2.0974, 0.8259, -2.8062], [4.4277, 0.9481, 1.0877], [5.1229, 0.3961, 2.1227], [4.8718, 0.9179, -0.2422], [4.8208, -0.3252, -0.9422], [4.1199, -1.6587, -0.1048], [5.2539, -0.4486, -2.1924], [5.2567, -1.6990, -3.0147], [5.9264, 0.9628, -2.9449], [0.0755, 0.4575, 3.2929], [0.9784, -0.0310, 4.7520], [0.8915, 1.6834, 4.2875], [4.4041, 4.2073, 4.1912], [4.9930, 3.6530, 2.6148], [3.3359, 4.3033, 2.7725], [3.1755, 2.7789, -0.4350], [1.9668, 3.0461, 0.8204], [1.8540, 0.2661, -0.2449], [0.5742, 1.3837, 0.1315], [0.2382, 1.5227, -2.0917], [1.5507, 2.6830, -2.0313], [2.3130, -0.0818, -2.4133], [2.9733, 1.2818, -3.0295], [6.0680, 0.1640, 1.8372], [4.6848, -0.4190, 2.5498], [5.7770, 1.3729, -0.3475], [5.1938, -1.4448, -4.0723], [4.4164, -2.3437, -2.7585], [6.1873, -2.2513, -2.8578], [-3.5438, -1.2476, -1.1336], [-3.0703, -0.2707, -0.0719], [-2.4377, 0.8879, -0.5938], [-3.2495, 1.7030, -1.4311], [-4.4767, 2.2697, -0.7430], [-2.7313, -1.4903, -1.8202], [-3.8894, -2.1681, -0.6623], [-4.3720, -0.8464, -1.7185], [-2.3134, -0.7468, 0.5541], [-3.8996, 0.0091, 0.5866], [-3.5373, 1.1537, -2.3335], [-2.5958, 2.5156, -1.7512], [-5.1997, 1.4909, -0.4962], [-4.9802, 2.9824, -1.3965], [-4.2000, 2.7755, 0.1836], [3.8307, -7.9165, 1.8884], [4.3995, -6.8716, 2.8317], [5.1848, -5.8788, 2.1861], [4.5138, -5.0960, 1.2231], [3.3617, -4.2774, 1.7856], [4.6222, -8.3456, 1.2729], [3.3637, -8.7169, 2.4626], [3.0704, -7.5030, 1.2237], [5.0782, -7.3423, 3.5419], [3.5979, -6.4063, 3.4166], [4.1648, -5.7146, 0.3878], [5.2803, -4.4289, 0.8229], [2.5282, -4.9038, 2.1041], [2.9781, -3.5984, 1.0235], [3.6897, -3.6937, 2.6482], [-9.0570, 0.9881, -2.7445], [-8.6107, 1.9729, -1.6767], [-7.9754, 3.1308, -2.1908], [-8.7712, 3.9385, -3.0442], [-10.0116, 4.5064, -2.3768], [-8.2287, 0.7511, -3.4140], [-9.4051, 0.0661, -2.2775], [-9.8762, 1.3805, -3.3480], [-7.8629, 1.5027, -1.0364], [-9.4542, 2.2470, -1.0336], [-9.0439, 3.3873, -3.9510], [-8.1130, 4.7510, -3.3526], [-10.7429, 3.7321, -2.1413], [-10.4944, 5.2228, -3.0421], [-9.7464, 5.0154, -1.4492]],
  "total_charge": 1,
  "max_force_ev_per_a": 1.0,
  "orbital_gap_ev": 7.2783
}

No. 2
{
  "formula": "C23H50N4O8",
  "method": "wB97M-V/def2-TZVPD",
  "elements": ["C", "O", "C", "C", "O", "C", "C", "C", "C", "C", "C", "O", "C", "C", "O", "H", "H", "H", "H", "H", "H", "H", "H", "H", "H", "H", "H", "H", "H", "H", "H", "H", "H", "H", "H", "H", "H", "C", "C", "O", "N", "C", "H", "H", "H", "H", "H", "H", "H", "C", "C", "O", "N", "C", "H", "H", "H", "H", "H", "H", "H", "C", "C", "O", "N", "C", "H", "H", "H", "H", "H", "H", "H", "C", "C", "O", "N", "C", "H", "H", "H", "H", "H", "H", "H"],
  "xyz": [[-1.6707, -1.8496, -1.3645], [-0.7752, -0.7895, -1.6544], [0.0272, -0.4670, -0.5410], [1.1303, 0.5116, -0.9319], [1.5678, 0.3051, -2.2686], [2.9636, 0.4658, -2.4773], [3.7380, -0.8242, -2.2222], [5.2740, -0.6674, -2.2532], [5.9615, -0.6927, -0.8843], [6.0687, 0.6807, -0.1899], [5.7251, 0.5739, 1.2790], [5.6539, 1.8724, 1.9039], [4.3935, 2.1036, 2.4025], [3.5233, 2.7941, 1.4123], [4.0824, 1.7468, 3.5230], [-2.5060, -1.8050, -2.0562], [-2.0590, -1.7404, -0.3465], [-1.1432, -2.8055, -1.4098], [0.4718, -1.3798, -0.1272], [-0.5903, 0.0098, 0.2284], [1.9636, 0.3430, -0.2431], [0.7888, 1.5423, -0.8156], [3.3596, 1.2916, -1.8749], [3.0729, 0.7444, -3.5269], [3.4373, -1.5278, -2.9999], [3.4071, -1.2655, -1.2798], [5.5545, 0.2373, -2.7987], [5.6766, -1.4941, -2.8417], [6.9656, -1.1024, -0.9995], [5.4281, -1.3899, -0.2338], [5.4351, 1.4312, -0.6612], [7.1003, 1.0275, -0.2630], [6.4820, 0.0089, 1.8236], [4.7707, 0.0546, 1.4047], [3.7001, 2.3342, 0.4389], [3.8797, 3.8225, 1.3243], [2.4689, 2.7412, 1.6546], [0.7063, 0.7493, 3.8433], [-0.0825, 1.5751, 2.8605], [0.4547, 2.2881, 2.0200], [-1.4329, 1.4888, 2.9117], [-2.2334, 0.7119, 3.8308], [1.7648, 0.9374, 3.6915], [0.4509, 1.0249, 4.8681], [0.5001, -0.3128, 3.6848], [-1.9113, 2.0251, 2.1998], [-2.8468, -0.0083, 3.2820], [-2.9033, 1.3578, 4.4033], [-1.5998, 0.1693, 4.5242], [0.4014, -4.0498, 5.0317], [-0.3036, -3.2131, 3.9907], [0.3072, -2.4758, 3.2319], [-1.6565, -3.3055, 3.9215], [-2.5457, -4.1180, 4.7287], [1.4667, -3.8590, 4.9527], [0.0667, -3.7858, 6.0355], [0.2170, -5.1119, 4.8675], [-2.0622, -2.7296, 3.2001], [-3.1015, -4.8161, 4.1011], [-3.2610, -3.4899, 5.2624], [-1.9784, -4.6872, 5.4568], [-2.3548, 2.4389, -2.2106], [-2.6780, 2.7390, -0.7669], [-2.3411, 1.9816, 0.1285], [-3.3506, 3.8881, -0.4985], [-3.8139, 4.8950, -1.4333], [-1.8173, 1.4971, -2.2467], [-3.2660, 2.3541, -2.8039], [-1.7277, 3.2215, -2.6385], [-3.5281, 4.0348, 0.4821], [-3.3567, 5.8611, -1.2141], [-4.8979, 5.0054, -1.3731], [-3.5528, 4.6141, -2.4475], [-6.1145, -2.0161, -4.9701], [-4.7567, -2.1898, -4.3273], [-4.5262, -3.0934, -3.5409], [-3.7925, -1.2911, -4.6575], [-3.8850, -0.1600, -5.5583], [-6.7637, -2.8051, -4.6043], [-6.5480, -1.0497, -4.7106], [-6.0440, -2.0887, -6.0559], [-2.9098, -1.4591, -4.1991], [-3.1668, -0.2593, -6.3738], [-3.6713, 0.7695, -5.0281], [-4.8813, -0.0950, -5.9824]],
  "relative_energy_kcal_mol": 0.0,
  "max_force_ev_per_a": 1.6,
  "orbital_gap_ev": 9.4768
}

No. 3
{
  "formula": "C23H51Br6N7O7",
  "method": "wB97M-V/def2-TZVPD",
  "elements": ["C", "C", "O", "N", "C", "H", "H", "H", "H", "H", "H", "H", "C", "C", "O", "N", "C", "H", "H", "H", "H", "H", "H", "H", "C", "C", "O", "N", "C", "H", "H", "H", "H", "H", "H", "H", "C", "C", "O", "N", "C", "H", "H", "H", "H", "H", "H", "H", "C", "C", "O", "N", "C", "H", "H", "H", "H", "H", "H", "H", "C", "C", "O", "N", "C", "H", "H", "H", "H", "H", "H", "H", "C", "C", "O", "N", "C", "H", "H", "H", "H", "H", "H", "H", "C", "Br", "Br", "Br", "H", "C", "Br", "Br", "Br", "H"],
  "xyz": [[0.3737, -6.5227, -5.1556], [0.8911, -7.6034, -6.0697], [0.2459, -7.8267, -7.1451], [2.0062, -8.2398, -5.7429], [2.6569, -9.2672, -6.4693], [-0.4089, -6.0165, -5.7207], [1.2287, -5.8735, -4.9671], [0.0888, -6.9522, -4.1952], [2.4657, -7.8957, -4.9119], [3.7429, -9.1782, -6.4435], [2.3517, -9.3104, -7.5148], [2.4264, -10.1864, -5.9307], [-0.8673, 2.4591, 2.1712], [-1.2760, 1.2017, 1.4122], [-2.3665, 0.7453, 1.5876], [-0.3369, 0.6813, 0.5808], [-0.5922, -0.2995, -0.4451], [0.1810, 2.4957, 2.4676], [-1.4166, 2.4441, 3.1126], [-1.0645, 3.3847, 1.6304], [0.5815, 1.0919, 0.6701], [-1.1445, -1.0288, 0.1475], [0.1966, -0.9184, -0.8726], [-1.1865, 0.0461, -1.2910], [7.8659, -4.7474, -6.5313], [7.0483, -4.6599, -5.2245], [7.3684, -5.2516, -4.1869], [6.1389, -3.7258, -5.2070], [5.6132, -3.1401, -4.0788], [7.8609, -3.8168, -7.0988], [7.2873, -5.5232, -7.0328], [8.8015, -5.2362, -6.2596], [5.8621, -3.3260, -6.0923], [4.9311, -2.3077, -4.2515], [6.4260, -2.6396, -3.5526], [5.4036, -3.8416, -3.2714], [6.3976, 2.5539, 2.2757], [5.3538, 1.5992, 2.8279], [4.2718, 1.5458, 2.1935], [5.7699, 0.8275, 3.8538], [4.7479, -0.0072, 4.5211], [5.9065, 3.4905, 2.0116], [6.8490, 2.3091, 1.3142], [7.2288, 2.6943, 2.9667], [6.6997, 0.5461, 4.1303], [4.2115, -0.6930, 3.8653], [3.9632, 0.5218, 5.0619], [5.3465, -0.5049, 5.2841], [1.2294, 10.4319, 2.6312], [1.4293, 9.0972, 1.8670], [2.5072, 8.5069, 2.0311], [0.7017, 8.7688, 0.8236], [0.9181, 7.8375, -0.2468], [0.1927, 10.5998, 2.9229], [1.6112, 11.2138, 1.9747], [1.9500, 10.3307, 3.4427], [-0.2294, 9.1591, 0.8513], [0.9191, 8.1849, -1.2799], [0.1604, 7.0554, -0.2955], [1.8770, 7.3195, -0.2292], [-4.8320, 11.2889, 4.2357], [-4.6288, 9.8052, 3.9893], [-3.8615, 9.4919, 3.0728], [-5.3113, 8.9833, 4.8418], [-5.2735, 7.5182, 4.7301], [-4.5165, 11.7334, 5.1796], [-5.9043, 11.3797, 4.0622], [-4.2885, 11.6992, 3.3845], [-5.8036, 9.4841, 5.5677], [-4.2706, 7.2703, 4.3824], [-5.9471, 6.9679, 4.0731], [-5.4631, 7.1993, 5.7550], [-7.0581, -7.5054, -0.3905], [-6.0636, -6.5007, -0.8183], [-5.0301, -6.7847, -1.3626], [-6.5436, -5.2593, -0.5770], [-5.7344, -4.0549, -0.8574], [-7.9837, -7.3911, -0.9546], [-7.2180, -7.6414, 0.6791], [-6.5697, -8.3934, -0.7918], [-7.5402, -5.1331, -0.4718], [-6.0974, -3.3344, -0.1245], [-5.8796, -3.7465, -1.8927], [-4.6785, -4.2192, -0.6422], [-7.5188, 0.6361, 3.5264], [-7.2750, 1.8618, 1.9047], [-9.1092, -0.5124, 3.2474], [-7.5686, 1.7216, 5.1855], [-6.7312, -0.1173, 3.5225], [0.9427, -7.8074, 0.8448], [1.0467, -5.9048, 1.2184], [1.0236, -8.8813, 2.5158], [2.3256, -8.3197, -0.4452], [-0.0350, -8.1371, 0.4934]],
  "max_force_ev_per_a": 4.7,
  "orbital_gap_ev": 8.7145
}